1.
Entry from the Open Molecules 2025 dataset: a 14-piece molecular cluster, C42H105N7O21 overall at a distorted geometry (ωB97M-V/def2-TZVPD).

Last column: Löwdin charge in e.
Geometry (Å):
O1 -1.158 2.391 -5.263  -0.111
O2 -2.526 -1.311 3.648  -0.038
O3 -4.254 3.914 4.909  -0.214
O4 5.708 -4.217 -1.922  -0.098
O5 -1.144 -5.928 2.620  -0.173
O6 -2.090 4.077 -4.242  -0.095
O7 6.893 -2.936 -3.244  -0.089
O8 1.181 1.407 0.393  -0.186
O9 1.210 -2.054 1.988  -0.057
O10 1.698 6.491 -1.277  -0.178
O11 -3.109 -2.779 -1.732  -0.010
O12 -3.967 0.034 2.652  -0.110
O13 2.289 -4.019 -2.349  -0.195
O14 -1.315 7.496 1.638  -0.117
O15 -1.540 6.306 3.495  -0.062
O16 -6.014 -0.031 -1.822  -0.123
O17 -5.671 2.176 -1.598  -0.049
O18 9.737 0.290 -1.666  -0.191
O19 -5.093 -4.102 1.752  -0.170
O20 2.438 -3.500 0.996  -0.082
O21 -0.988 -2.389 -1.436  -0.082
N1 3.392 -6.520 -2.742  0.244
N2 1.057 9.019 0.187  0.244
N3 0.143 -4.177 -0.363  0.166
N4 -1.095 -0.733 0.921  0.233
N5 7.967 2.366 -0.500  0.200
N6 -5.204 -1.599 0.326  0.209
N7 -6.570 3.272 3.434  0.211
C1 -1.290 3.111 -4.238  -0.809
C2 -0.923 -4.662 0.590  -0.220
C3 2.348 8.737 -0.552  -0.302
C4 1.074 -6.731 -3.414  -0.022
C5 3.481 9.649 -0.147  -0.050
C6 -0.401 2.941 -3.016  -0.056
C7 -5.165 2.793 3.090  -0.284
C8 -3.742 0.090 5.099  -0.021
C9 9.660 -1.092 -1.434  -0.087
C10 6.020 -3.078 -2.358  -0.768
C11 7.543 1.239 -1.402  -0.285
C12 2.463 1.662 -0.141  -0.107
C13 -4.172 3.874 3.510  -0.175
C14 -5.360 1.042 -1.995  -0.749
C15 2.373 -5.986 -3.742  -0.271
C16 2.361 -2.449 1.689  -0.714
C17 6.250 1.823 -2.122  0.000
C18 -1.697 -4.291 -2.881  0.001
C19 1.964 -2.624 -2.288  -0.063
C20 5.487 -1.780 -1.692  -0.033
C21 -3.436 -0.474 3.685  -0.727
C22 -3.475 4.927 5.560  -0.078
C23 -1.373 -7.323 2.918  -0.076
C24 2.411 -4.465 -3.687  -0.189
C25 -1.092 0.613 0.176  -0.233
C26 0.269 0.848 -0.523  -0.162
C27 -6.403 -2.268 0.890  -0.292
C28 -0.310 -5.701 1.533  -0.230
C29 3.534 -1.609 2.056  -0.016
C30 8.652 0.846 -2.366  -0.173
C31 -0.608 5.217 1.600  -0.039
C32 -1.216 6.417 2.299  -0.769
C33 -1.926 -3.005 -2.023  -0.652
C34 -4.140 0.922 -2.899  -0.017
C35 -6.094 -3.194 2.046  -0.201
C36 -2.004 -5.427 -0.254  -0.028
C37 2.661 7.225 -0.552  -0.201
C38 1.850 5.055 -1.270  -0.061
C39 -5.164 2.477 1.596  -0.041
C40 -7.006 -2.997 -0.351  -0.020
C41 -4.415 -4.789 2.747  -0.094
C42 -1.345 1.698 1.190  -0.045
H1 -0.980 3.263 -2.149  0.077
H2 8.302 0.091 -3.077  0.148
H3 10.363 -1.422 -0.673  0.094
H4 -4.424 0.994 -3.948  0.086
H5 4.350 9.506 -0.785  0.091
H6 -4.791 0.386 5.214  0.053
H7 9.096 1.693 -2.894  0.143
H8 0.535 -4.787 -1.070  0.112
H9 -0.612 -4.443 -2.853  0.039
H10 -1.922 -7.798 2.104  0.081
H11 -0.981 5.154 0.575  0.080
H12 -2.654 -4.645 -0.646  0.059
H13 -6.588 3.429 4.445  0.159
H14 -1.945 -7.349 3.841  0.089
H15 8.674 -1.534 -1.250  0.081
H16 7.207 2.675 0.106  0.170
H17 9.900 -1.571 -2.391  0.103
H18 -0.208 -0.823 1.404  0.104
H19 -1.914 0.607 -0.536  0.151
H20 -3.713 -0.083 -2.804  0.050
H21 0.706 -5.381 1.802  0.124
H22 6.573 2.760 -2.578  0.086
H23 -3.950 -4.165 3.517  0.100
H24 -3.114 3.691 3.296  0.138
H25 -3.262 1.040 5.345  0.068
H26 -4.379 4.846 3.042  0.144
H27 2.788 -6.687 -1.940  0.145
H28 0.504 8.151 0.349  0.137
H29 1.086 -7.665 -3.972  0.093
H30 3.304 -3.950 -4.063  0.142
H31 -2.180 -5.163 -2.447  0.049
H32 -1.588 -6.019 -1.073  0.065
H33 0.871 -6.806 -2.345  0.081
H34 5.045 -1.052 -2.376  0.056
H35 -1.847 -0.989 1.568  0.112
H36 -5.076 -5.567 3.147  0.093
H37 -2.505 -6.196 0.331  0.078
H38 -0.513 1.934 1.850  0.085
H39 -1.324 -1.512 0.286  0.108
H40 0.451 9.657 -0.321  0.175
H41 -3.285 1.554 -2.658  0.055
H42 -6.754 4.231 3.127  0.168
H43 -4.153 2.158 1.343  0.064
H44 -5.798 1.621 1.368  0.080
H45 -7.211 -2.267 -1.136  0.075
H46 0.599 -0.152 -0.825  0.118
H47 1.346 4.627 -2.132  0.060
H48 -0.111 -3.295 -0.841  0.001
H49 2.720 -6.166 -4.760  0.154
H50 -0.044 -6.621 0.995  0.123
H51 -0.783 4.261 2.089  0.044
H52 -6.242 -3.664 -0.753  0.085
H53 3.947 -1.875 3.029  0.081
H54 2.920 0.744 -0.525  0.081
H55 1.542 4.511 -0.375  0.072
H56 4.684 -1.951 -0.974  0.048
H57 5.894 1.146 -2.895  0.088
H58 3.351 -0.537 1.970  0.062
H59 0.405 3.676 -3.119  0.041
H60 1.582 -2.348 -1.309  0.068
H61 2.560 6.765 0.438  0.135
H62 0.944 -3.869 0.230  0.076
H63 3.741 9.609 0.913  0.090
H64 -4.468 -2.267 0.081  0.126
H65 0.105 1.977 -2.940  0.054
H66 -3.649 5.916 5.130  0.084
H67 -7.003 -3.639 2.464  0.135
H68 3.686 7.127 -0.921  0.127
H69 3.179 2.020 0.600  0.083
H70 6.378 -1.330 -1.253  0.033
H71 1.643 -4.031 -4.337  0.137
H72 -5.706 -2.552 2.853  0.125
H73 -6.974 -1.371 1.134  0.154
H74 -0.442 -7.873 3.066  0.086
H75 -3.492 -0.625 5.880  0.067
H76 4.074 -5.858 -2.349  0.143
H77 -5.461 -1.001 -0.475  0.087
H78 2.969 -2.195 -2.337  0.075
H79 8.726 2.101 0.130  0.174
H80 2.358 2.430 -0.912  0.070
H81 7.288 0.548 -0.598  0.142
H82 -2.240 1.387 1.731  0.057
H83 -5.127 1.883 3.686  0.111
H84 0.207 -6.160 -3.749  0.076
H85 -7.370 2.757 3.073  0.171
H86 0.484 5.266 1.532  0.054
H87 1.149 9.274 1.172  0.171
H88 -1.250 -3.786 1.146  0.155
H89 5.430 1.924 -1.411  0.076
H90 -3.555 -5.359 2.389  0.060
H91 8.244 3.189 -1.036  0.168
H92 2.938 4.950 -1.345  0.080
H93 -4.800 -1.091 1.117  0.108
H94 -5.398 3.310 0.933  0.094
H95 1.344 -2.172 -3.061  0.110
H96 3.714 -7.409 -3.109  0.171
H97 -1.995 -4.118 -3.913  0.092
H98 3.221 10.702 -0.282  0.087
H99 0.148 1.470 -1.412  0.072
H100 -7.915 -3.561 -0.143  0.079
H101 4.383 -1.666 1.367  0.055
H102 -3.824 4.937 6.590  0.082
H103 2.176 8.923 -1.613  0.156
H104 -1.521 2.636 0.662  0.083
H105 -2.410 4.701 5.499  0.087

F_max = 0.0641 hartree/bohr
energy relative to the best compared isomer or geometry (same formula, charge and spin) = 0.0 kJ/mol
E_HOMO = -5.0053 eV
frontier orbital gap = 3.271 eV

=====

2.
Entry from the Open Molecules 2025 dataset: an isolated molecule of C3H3N3 at a distorted geometry (ωB97M-V/def2-TZVPD).

Last column: Löwdin charge in e.
Geometry (Å):
N1 -1.666 -0.514 -1.627  0.184
N2 0.937 0.689 -0.758  0.060
N3 0.000 -1.601 2.209  0.164
C1 -0.167 -0.798 1.390  -0.163
C2 -0.295 0.275 0.367  -0.210
C3 -0.986 -0.112 -0.795  -0.339
H1 1.718 0.979 -0.204  0.040
H2 -0.845 1.140 0.826  0.163
H3 1.304 -0.056 -1.408  0.102

structure (SMILES) = N#CC(N)C#N
F_max = 0.0753 hartree/bohr
energy relative to the best compared isomer or geometry (same formula, charge and spin) = 257.5 kJ/mol
E_HOMO = -11.3892 eV
frontier orbital gap = 11.357 eV

=====

3.
Entry from the Open Molecules 2025 dataset: C11H18N2O8V as an isolated structure at a distorted geometry (ωB97M-V/def2-TZVPD).

Last column: Löwdin charge in e.
Geometry (Å):
V1 -0.871 -3.429 -1.603  1.055
O1 1.504 2.288 5.533  0.082
O2 -0.318 2.804 6.531  0.059
O3 -0.091 -1.399 -1.869  -0.309
O4 4.457 -1.530 -0.942  -0.381
O5 -2.393 -3.412 -2.023  -0.366
O6 -0.587 -0.379 -5.921  0.058
O7 1.249 0.412 -5.101  0.093
O8 -0.818 -3.962 -0.118  -0.354
N1 0.292 2.336 5.590  -0.359
N2 0.271 0.475 -5.803  -0.455
C1 -0.746 0.294 2.613  -0.056
C2 -2.110 0.584 2.522  -0.072
C3 0.106 0.944 3.495  0.023
C4 -1.924 -0.045 -1.136  -0.100
C5 2.649 -1.836 0.725  -0.161
C6 -2.647 1.459 3.438  -0.077
C7 4.064 -2.102 0.242  -0.596
C8 -0.490 1.755 4.483  -0.137
C9 -1.851 1.994 4.442  -0.023
C10 0.073 1.726 -6.570  0.023
C11 -0.477 -0.100 -1.617  -0.401
H1 -2.374 0.949 -1.089  0.070
H2 4.789 -1.845 1.034  0.070
H3 -2.249 2.719 5.138  0.114
H4 0.993 2.076 -7.033  0.094
H5 -1.984 -0.527 -0.156  0.042
H6 1.839 -2.290 0.152  0.029
H7 -0.716 1.681 -7.313  0.089
H8 -0.280 0.435 -2.558  0.096
H9 -2.692 -0.080 1.898  0.099
H10 -3.695 1.726 3.395  0.104
H11 -0.178 2.519 -5.866  0.099
H12 1.147 0.658 3.464  0.121
H13 -2.591 -0.684 -1.722  0.057
H14 2.488 -2.237 1.740  0.047
H15 3.979 -3.203 0.092  0.064
H16 0.117 0.459 -0.879  0.104
H17 -0.378 -0.469 1.939  0.108
H18 2.443 -0.764 0.853  0.048

net charge = -1
F_max = 0.0909 hartree/bohr
E_HOMO = -2.3478 eV
frontier orbital gap = 2.620 eV

=====

Repeat the second record exactly.
Entry from the Open Molecules 2025 dataset: an isolated molecule of C3H3N3 at a distorted geometry (ωB97M-V/def2-TZVPD).

Last column: Löwdin charge in e.
Geometry (Å):
N1 -1.666 -0.514 -1.627  0.184
N2 0.937 0.689 -0.758  0.060
N3 0.000 -1.601 2.209  0.164
C1 -0.167 -0.798 1.390  -0.163
C2 -0.295 0.275 0.367  -0.210
C3 -0.986 -0.112 -0.795  -0.339
H1 1.718 0.979 -0.204  0.040
H2 -0.845 1.140 0.826  0.163
H3 1.304 -0.056 -1.408  0.102

structure (SMILES) = N#CC(N)C#N
F_max = 0.0753 hartree/bohr
energy relative to the best compared isomer or geometry (same formula, charge and spin) = 257.5 kJ/mol
E_HOMO = -11.3892 eV
frontier orbital gap = 11.357 eV